1.
Density functional theory data (ωB97M-V/def2-TZVPD) for C27H37F3InN3O4S6Si as an isolated structure at a distorted geometry.

Geometry as ORCA input:
```
! wB97M-V def2-TZVPD RIJCOSX def2/J DEFGRID3
* xyz 0 1
In 0.829 -0.734 0.873
C 2.759 -2.572 -2.286
C 4.025 -1.919 -1.756
S 3.856 -1.301 -0.025
C 4.425 0.418 -0.202
C 3.574 1.333 -1.067
S 1.806 1.428 -0.533
C 0.933 1.055 -2.111
C 1.364 -0.164 -2.912
S 1.171 -1.726 -1.975
H 2.598 -3.534 -1.801
H 2.839 -2.731 -3.361
H 4.339 -1.083 -2.374
H 4.818 -2.667 -1.754
H 5.451 0.392 -0.575
H 4.421 0.772 0.829
H 3.600 1.049 -2.118
H 3.964 2.348 -0.974
H 1.004 1.945 -2.738
H -0.093 0.934 -1.752
H 2.397 -0.107 -3.247
H 0.722 -0.242 -3.793
S -1.894 -4.931 0.469
C -2.464 -4.069 -0.926
C -3.452 -4.428 -1.826
C -3.714 -3.576 -2.880
C -3.012 -2.379 -3.026
C -2.037 -2.011 -2.124
C -1.742 -2.865 -1.065
N -0.773 -2.688 -0.129
C -0.722 -3.641 0.732
C 0.218 -3.686 1.826
C 0.239 -4.771 2.707
C 1.118 -4.794 3.770
C 2.013 -3.751 3.943
C 2.011 -2.680 3.060
C 1.107 -2.632 2.024
H -3.986 -5.357 -1.701
H -4.479 -3.841 -3.595
H -3.245 -1.737 -3.863
H -1.506 -1.077 -2.196
H -0.462 -5.580 2.549
H 1.097 -5.620 4.467
H 2.699 -3.756 4.777
H 2.705 -1.866 3.193
C -2.987 4.472 -1.063
N -1.703 4.968 -1.454
C -1.475 5.646 -2.708
C -0.001 6.057 -2.592
N 0.499 5.109 -1.616
C -0.539 4.645 -0.841
S -0.364 3.847 0.580
H -3.483 3.979 -1.903
H -3.626 5.284 -0.705
H -2.839 3.754 -0.258
H -2.145 6.501 -2.826
H -1.627 4.962 -3.552
H 0.084 7.092 -2.234
H 0.539 5.962 -3.536
H 1.371 5.292 -1.147
C -2.446 -1.351 2.313
Si -2.281 0.211 1.220
C -2.456 1.643 2.467
C -3.745 0.247 -0.030
O -0.951 0.206 0.317
H -3.164 -1.207 3.113
H -1.472 -1.535 2.768
H -2.744 -2.230 1.751
H -3.422 1.623 2.965
H -2.329 2.618 2.011
H -1.685 1.538 3.223
H -4.652 0.577 0.465
H -3.935 -0.733 -0.457
H -3.546 0.925 -0.852
F 3.504 1.743 4.790
C 2.305 1.187 4.599
F 1.408 1.905 5.271
F 2.344 -0.033 5.148
S 1.816 1.042 2.802
O 0.525 0.398 2.915
O 1.884 2.359 2.272
O 2.818 0.141 2.255
*
```

Summary:
Relative energy (zero: lowest compared OMol25 entry of this formula, charge and spin): 33.4 kcal per mole
HOMO level: -7.702 eV
Calculated total energy: -4684.769707 hartree
Kohn-Sham gap: 0.283 hartree

Here are the Mulliken charges for atoms 1 to 2, given in e: number 1, In, carries -0.212; number 2, C, carries -1.144

---

2.
Density functional theory data (ωB97M-V/def2-TZVPD) for one molecule with the formula C5H9FN2 at a distorted geometry.

Geometry as ORCA input:
```
! wB97M-V def2-TZVPD RIJCOSX def2/J DEFGRID3
* xyz 0 1
C 1.971 -0.413 -0.979
C 1.562 0.152 0.278
C -0.843 -0.580 0.931
C -2.134 -0.011 0.201
C -1.563 1.287 -0.438
H 3.044 -0.552 -0.811
H 1.497 -1.351 -1.136
H 1.681 0.004 -2.007
H 1.971 -0.442 1.052
H 2.013 1.115 0.629
H -0.809 -0.778 2.119
H -0.642 -1.641 0.450
H -2.933 -0.010 0.903
H -2.058 2.116 -0.839
N 0.220 0.439 0.674
N -0.364 1.391 -0.204
F -2.613 -0.728 -0.823
*
```

Summary:
Relative energy (zero: lowest compared OMol25 entry of this formula, charge and spin): 66.1 kcal per mole
HOMO level: -8.813 eV
Calculated total energy: -405.185061 hartree
Kohn-Sham gap: 0.363 hartree
SMILES: CCN1C[C@H](F)C=N1

Here are the natural (NBO) charges for atoms 1 to 2, given in e: number 1, C, carries -0.638; number 2, C, carries -0.234

---

> Number 2 is which compound?

C5H9FN2

---

> The highest relative energy (zero: lowest compared OMol25 entry of this formula, charge and spin) belongs to which entry?

C5H9FN2